{"formula": "C3H5NO2", "method": "ωB97M-V/def2-TZVPD", "lumo_energy_ev": 0.589, "homo_lumo_gap_ev": 8.897, "spin_multiplicity": 1, "charge": 0, "de_lowest_kj_mol": 341.3, "homo_energy_ha": -0.3053, "elements": ["O", "C", "C", "O", "C", "N", "H", "H", "H", "H", "H"], "positions_angstrom": [[-0.22371, -1.30914, 1.29838], [-0.24394, -0.92872, 0.05720], [-1.27925, 0.14837, -0.63749], [-0.11745, 1.04969, -0.93830], [0.60688, 0.29580, -0.14420], [1.51160, 0.59147, 0.73259], [1.35321, -0.19638, 1.43852], [-0.06798, -1.69489, -0.73300], [-1.79167, -0.10016, -1.56578], [-1.91325, 0.66047, 0.08403], [1.81962, 1.53253, 0.94364]], "atomic_forces_ev_per_a": [[-0.2, -0.1, 0.1], [0.1, 0.2, -0.5], [-0.3, -0.1, 0.0], [0.3, -0.1, 0.0], [-0.1, 0.1, 0.2], [-0.3, -0.5, 0.0], [0.5, 0.7, -0.1], [0.0, 0.2, 0.1], [0.0, -0.1, 0.1], [0.1, -0.1, 0.0], [0.0, -0.3, 0.1]], "lowdin_charge": [-0.176, -0.461, 0.011, 0.061, -0.350, 0.238, 0.155, 0.149, 0.111, 0.122, 0.140]}


{"formula": "H12O6Zn", "method": "ωB97M-V/def2-TZVPD", "lumo_energy_ev": -7.131, "homo_lumo_gap_ev": 13.317, "spin_multiplicity": 1, "charge": 2, "de_lowest_kj_mol": 12.6, "homo_energy_ha": -0.7515, "elements": ["Zn", "O", "H", "H", "O", "H", "H", "O", "H", "H", "O", "H", "H", "O", "H", "H", "O", "H", "H"], "positions_angstrom": [[-5.87701, -14.70409, -8.88658], [-6.19972, -13.32841, -7.29186], [-5.57856, -12.61443, -7.09033], [-6.90794, -13.25502, -6.63667], [-7.10022, -13.57177, -10.20860], [-7.02447, -12.66090, -10.52384], [-7.88547, -13.93093, -10.64579], [-4.68747, -15.87282, -7.61242], [-4.77109, -16.05193, -6.66554], [-3.88660, -16.33231, -7.90132], [-4.25542, -13.39810, -9.41946], [-4.48861, -12.49499, -9.67513], [-3.32565, -13.50268, -9.67033], [-5.38027, -16.04031, -10.45036], [-5.25433, -16.99177, -10.57601], [-5.21754, -15.63296, -11.31414], [-7.60325, -15.81032, -8.43306], [-7.83010, -15.94876, -7.50254], [-8.15123, -16.43842, -8.92521]], "atomic_forces_ev_per_a": [[0.0, -0.1, 0.0], [0.0, 0.0, 0.1], [0.0, -0.1, 0.0], [0.0, 0.0, -0.1], [0.0, 0.0, -0.2], [0.0, 0.0, 0.1], [0.0, 0.0, 0.1], [0.2, -0.1, 0.0], [0.0, 0.1, 0.0], [-0.1, 0.0, 0.0], [-0.2, 0.3, -0.1], [0.1, 0.0, 0.0], [-0.1, -0.2, 0.1], [0.1, 0.2, -0.3], [-0.1, 0.0, 0.2], [0.0, -0.1, 0.0], [-0.1, -0.1, 0.4], [-0.1, 0.0, -0.1], [0.1, 0.1, -0.1]], "lowdin_charge": [0.705, -0.003, 0.105, 0.112, -0.005, 0.108, 0.109, -0.004, 0.112, 0.108, -0.002, 0.100, 0.117, -0.006, 0.115, 0.105, 0.000, 0.107, 0.116]}


{"formula": "C3H4Si", "method": "ωB97M-V/def2-TZVPD", "lumo_energy_ev": [-0.348, -1.900], "homo_lumo_gap_ev": [7.546, 6.137], "spin_multiplicity": 3, "charge": 0, "de_lowest_kj_mol": 32.4, "homo_energy_ha": [-0.2901, -0.2954], "elements": ["C", "C", "C", "Si", "H", "H", "H", "H"], "positions_angstrom": [[-0.41713, 0.48237, 0.41876], [-0.28286, -0.52818, -1.61607], [-0.45758, -0.76848, -0.33440], [0.69217, 0.72609, 1.79009], [-1.14869, 1.13752, 0.21497], [-0.26116, 0.44150, -2.08948], [-0.34133, -1.63551, 0.12716], [2.21657, 0.14469, 1.48897]], "atomic_forces_ev_per_a": [[2.8, -2.4, 1.9], [-0.6, -0.7, -0.2], [0.5, 4.2, -2.7], [1.2, 0.0, 0.4], [-2.5, 2.6, -0.7], [0.1, -0.1, -0.5], [0.4, -3.9, 1.8], [-1.7, 0.3, 0.0]], "lowdin_charge": [-0.438, 0.128, -0.297, 0.671, -0.021, 0.043, 0.033, -0.120]}


{"formula": "C15H13N3O3S", "method": "ωB97M-V/def2-TZVPD", "lumo_energy_ev": -0.545, "homo_lumo_gap_ev": 6.718, "spin_multiplicity": 1, "charge": 0, "de_lowest_kj_mol": 323.4, "homo_energy_ha": -0.2669, "elements": ["C", "C", "N", "N", "C", "C", "C", "C", "C", "H", "H", "H", "H", "H", "H", "C", "C", "C", "C", "C", "S", "N", "C", "O", "O", "O", "C", "C", "H", "H", "H", "H", "H", "H", "H"], "positions_angstrom": [[2.26233, 0.51856, 2.93903], [3.30538, 1.20901, 3.53466], [4.22585, 1.73601, 4.04504], [0.99059, 0.99795, 3.23771], [-0.05292, 0.10328, 3.32298], [-1.33827, 0.55066, 3.55434], [-1.59900, 1.91736, 3.67353], [-0.53192, 2.81330, 3.60691], [0.76714, 2.35215, 3.42707], [2.32945, -0.56575, 2.85139], [0.21965, -0.95466, 3.26856], [-2.12102, -0.20188, 3.64624], [-2.61375, 2.25617, 3.82867], [-0.69237, 3.87896, 3.71819], [1.63025, 3.01762, 3.46161], [-3.07239, -2.81527, -3.90261], [-1.90162, -1.96111, -3.49290], [-0.59394, -2.43293, -3.65731], [0.50396, -1.68031, -3.22879], [0.27858, -0.45106, -2.61081], [1.67715, 0.53514, -2.04093], [1.72255, 0.39018, -0.10118], [2.79732, 0.60526, 0.45523], [3.88909, 0.81369, 0.88453], [2.89702, -0.07973, -2.49378], [1.40681, 1.93799, -2.23629], [-1.00815, 0.06810, -2.48689], [-2.09415, -0.70064, -2.91468], [-4.01393, -2.30479, -3.68895], [-3.03280, -3.04832, -4.97182], [-3.06619, -3.76738, -3.36040], [-0.43378, -3.41308, -4.10515], [1.51942, -2.04522, -3.35032], [-1.15030, 1.04445, -2.03584], [-3.10602, -0.32371, -2.77709]], "atomic_forces_ev_per_a": [[-1.2, -0.5, 0.7], [2.7, 1.1, 1.2], [-1.9, -0.8, -1.0], [0.0, 0.1, 0.0], [0.0, 0.6, 0.1], [0.3, 0.0, -0.2], [0.1, -0.2, -0.1], [0.4, -0.6, 0.1], [-0.9, -0.5, 0.1], [0.0, 0.4, 0.0], [-0.1, 0.6, -0.1], [0.1, 0.3, 0.0], [0.1, 0.1, 0.0], [0.1, -0.1, 0.0], [-0.2, -0.5, -0.2], [0.0, 0.0, 0.0], [0.2, 0.1, 0.2], [0.2, 0.3, 0.2], [-0.1, -0.2, 0.2], [0.1, 0.3, 0.3], [0.9, 0.6, 1.8], [-0.5, -0.1, -1.9], [2.5, 0.5, -0.3], [-2.2, -0.5, -1.5], [-0.9, 0.3, 0.2], [0.0, -1.3, 0.0], [-0.1, -0.3, 0.1], [0.3, 0.1, 0.0], [0.1, -0.1, -0.1], [0.0, 0.1, 0.1], [0.0, 0.2, -0.1], [0.0, 0.2, 0.0], [-0.2, 0.0, 0.0], [0.0, -0.1, 0.0], [0.2, 0.0, -0.1]], "lowdin_charge": [-0.195, -0.295, 0.137, -0.064, -0.031, -0.058, -0.080, -0.047, -0.007, 0.120, 0.135, 0.113, 0.102, 0.112, 0.133, -0.046, -0.261, -0.025, -0.041, -0.285, 0.778, 0.037, -0.425, 0.123, -0.291, -0.291, -0.045, -0.024, 0.076, 0.087, 0.088, 0.121, 0.116, 0.119, 0.116]}


{"formula": "C6H15N5", "method": "ωB97M-V/def2-TZVPD", "lumo_energy_ev": -7.165, "homo_lumo_gap_ev": 11.095, "spin_multiplicity": 1, "charge": 2, "smiles": "C/[NH+]=C1/CC=N[C@](N)([NH2+]C)N1", "de_lowest_kj_mol": 0.0, "homo_energy_ha": -0.6710, "elements": ["C", "N", "C", "C", "C", "N", "C", "N", "N", "C", "N", "H", "H", "H", "H", "H", "H", "H", "H", "H", "H", "H", "H", "H", "H", "H"], "positions_angstrom": [[-2.73988, 1.05027, 1.43143], [-1.78908, 1.58117, 0.57549], [-0.71238, 1.07561, 0.02604], [0.11218, 2.04876, -0.84006], [1.39595, 1.36156, -1.31975], [1.79648, 0.23848, -0.95430], [1.12356, -0.43218, 0.05988], [1.69173, -0.26595, 1.47887], [1.24241, -2.02645, -0.24467], [0.31089, -2.68008, -1.13528], [-0.31001, -0.18540, 0.18084], [-3.77632, 1.49545, 1.52069], [-2.24624, 0.93325, 2.44832], [-3.08993, 0.04110, 1.10171], [-1.90006, 2.59444, 0.34686], [0.32980, 2.94271, -0.26612], [-0.41836, 2.49529, -1.75365], [2.06192, 1.89216, -2.06564], [2.60933, -0.73095, 1.51300], [1.86710, 0.74923, 1.55880], [2.07185, -2.06472, -0.80533], [1.26576, -2.60149, 0.56561], [0.57556, -3.69257, -1.30605], [-0.71515, -2.71022, -0.58312], [0.23245, -2.17056, -2.04979], [-0.98957, -0.93890, 0.51624]], "atomic_forces_ev_per_a": [[-2.2, -3.2, 3.0], [1.2, 3.1, -2.6], [-0.7, 1.1, -0.4], [0.3, -0.7, -0.8], [0.0, 2.4, -1.3], [0.5, -1.3, 0.5], [-0.5, -2.2, 2.9], [-0.2, -0.3, -2.7], [0.4, 2.2, -0.9], [-4.2, 0.0, 1.6], [-1.2, -0.7, -0.2], [1.7, 0.6, -0.3], [-1.0, 0.1, -0.9], [0.7, 0.4, 0.2], [0.0, -1.2, 0.2], [0.4, 0.1, 0.3], [0.3, -1.1, 1.2], [-1.1, -0.4, 0.8], [-0.2, 0.4, 0.1], [0.1, -0.6, 0.3], [1.6, 0.0, 0.4], [0.7, -0.2, 1.4], [0.6, -0.9, 0.0], [1.6, 0.0, -1.3], [-0.2, 0.7, -1.2], [1.5, 1.7, -0.1]], "lowdin_charge": [-0.054, 0.042, -0.224, -0.002, -0.059, 0.138, -0.434, 0.141, 0.098, -0.001, 0.177, 0.142, 0.140, 0.108, 0.200, 0.140, 0.181, 0.169, 0.107, 0.112, 0.164, 0.167, 0.113, 0.141, 0.099, 0.197]}


{"formula": "C24H23NO8", "method": "ωB97M-V/def2-TZVPD", "lumo_energy_ev": -0.483, "homo_lumo_gap_ev": 7.280, "spin_multiplicity": 1, "charge": 0, "smiles": "COc1ccc(/C=C2\\Oc3cc(OCC(=O)N4CCC[C@H]4C(=O)O)ccc3C2=O)cc1OC", "de_lowest_kj_mol": 9.0, "homo_energy_ha": -0.2853, "elements": ["C", "O", "C", "C", "C", "C", "C", "C", "O", "C", "C", "C", "O", "C", "C", "O", "N", "C", "C", "C", "C", "C", "O", "O", "C", "C", "C", "C", "O", "C", "C", "O", "C", "H", "H", "H", "H", "H", "H", "H", "H", "H", "H", "H", "H", "H", "H", "H", "H", "H", "H", "H", "H", "H", "H", "H"], "positions_angstrom": [[-8.36990, -2.82924, -0.33813], [-6.96242, -2.87289, -0.25605], [-6.20917, -1.74914, -0.18047], [-4.83715, -1.99310, -0.08791], [-3.91438, -0.97796, -0.00018], [-4.34211, 0.35188, -0.00413], [-3.44544, 1.46987, 0.08917], [-2.10348, 1.48406, 0.22229], [-1.28474, 0.37942, 0.29668], [-0.01298, 0.82818, 0.44684], [1.10224, 0.01917, 0.56309], [2.33176, 0.65383, 0.71767], [3.51742, 0.00242, 0.83740], [3.52789, -1.40551, 0.74897], [4.94050, -1.98630, 0.75098], [5.12373, -3.10555, 1.19104], [5.94520, -1.26580, 0.22533], [7.27460, -1.86257, 0.16126], [8.18982, -0.69493, -0.18152], [7.29038, 0.18118, -1.04771], [5.92975, 0.06706, -0.33956], [4.80514, 0.29285, -1.33325], [4.23208, -0.56058, -1.95294], [4.57393, 1.59806, -1.49620], [2.42050, 2.05588, 0.75388], [1.29985, 2.84448, 0.63184], [0.06556, 2.22532, 0.47448], [-1.29751, 2.72589, 0.32326], [-1.71734, 3.86717, 0.28386], [-5.71712, 0.60416, -0.10070], [-6.65461, -0.40899, -0.18692], [-8.00411, -0.17390, -0.27936], [-8.46139, 1.15571, -0.27504], [-8.70657, -2.31473, -1.24004], [-8.81092, -2.34922, 0.53749], [-8.68204, -3.87286, -0.37655], [-4.52563, -3.02572, -0.08664], [-2.86492, -1.20636, 0.07080], [-3.88758, 2.45815, 0.05624], [0.99671, -1.05175, 0.53721], [2.99291, -1.85635, 1.59351], [3.05836, -1.73890, -0.18801], [7.29030, -2.63080, -0.61884], [7.50514, -2.34213, 1.11398], [8.47725, -0.15862, 0.72326], [9.08936, -1.01443, -0.70205], [7.21573, -0.23825, -2.05248], [7.62356, 1.21395, -1.11797], [5.84528, 0.82426, 0.44934], [3.86749, 1.74563, -2.14516], [3.39762, 2.49416, 0.87685], [1.36499, 3.92052, 0.65709], [-6.03958, 1.63304, -0.10431], [-8.19615, 1.67136, 0.65335], [-8.07540, 1.71908, -1.13046], [-9.54578, 1.08730, -0.35045]], "atomic_forces_ev_per_a": [[-0.5, -0.1, 0.0], [0.3, 0.1, 0.0], [0.3, 0.1, 0.0], [-0.4, 0.0, 0.0], [0.0, 0.2, 0.0], [-0.4, -0.6, 0.0], [1.1, 0.2, 0.1], [-1.2, 0.4, -0.1], [-0.1, -0.6, 0.0], [0.5, 1.1, 0.1], [0.0, -0.3, 0.0], [-0.3, 0.2, 0.0], [-0.1, 0.2, 0.2], [-0.3, -0.7, 0.0], [-0.4, 0.3, 0.1], [-0.2, -0.2, 0.0], [0.4, 0.2, -0.2], [0.2, -0.3, 0.1], [-0.2, 0.0, -0.1], [0.0, 0.0, 0.1], [-0.2, 0.5, -0.1], [0.1, -0.1, -0.2], [0.0, -0.2, -0.1], [0.1, 0.6, 0.1], [0.2, 0.0, 0.1], [-0.1, -0.2, 0.0], [0.1, -0.6, 0.0], [-0.1, 0.4, 0.0], [0.1, -0.2, 0.0], [0.2, 0.0, 0.0], [-0.2, -0.2, 0.0], [0.3, -0.3, 0.0], [-0.1, 0.2, 0.0], [0.0, -0.1, 0.1], [0.0, -0.1, -0.1], [0.0, 0.1, 0.0], [0.0, -0.1, 0.0], [0.1, -0.1, 0.0], [0.1, 0.1, 0.0], [0.0, -0.1, 0.0], [0.1, 0.1, -0.1], [0.0, 0.1, 0.2], [0.0, 0.0, 0.1], [0.0, 0.0, -0.1], [0.0, 0.0, 0.0], [0.0, 0.0, 0.0], [0.0, 0.0, 0.0], [0.0, 0.0, -0.1], [0.0, -0.1, -0.2], [0.1, -0.3, 0.0], [0.1, 0.0, 0.0], [0.0, 0.1, 0.0], [-0.1, 0.1, 0.0], [0.0, 0.0, 0.0], [0.0, 0.0, 0.0], [0.1, 0.1, 0.0]], "lowdin_charge": [-0.070, -0.060, -0.192, 0.012, -0.012, -0.203, 0.065, -0.151, 0.077, -0.181, 0.095, -0.236, -0.051, -0.081, -0.417, 0.076, 0.012, -0.123, -0.148, -0.106, -0.192, -0.507, 0.133, 0.124, -0.003, 0.019, -0.081, -0.305, 0.093, 0.034, -0.182, -0.116, -0.079, 0.095, 0.095, 0.094, 0.123, 0.107, 0.131, 0.124, 0.147, 0.139, 0.136, 0.127, 0.117, 0.114, 0.131, 0.123, 0.162, 0.144, 0.118, 0.126, 0.108, 0.099, 0.098, 0.096]}


- Which formula does entry 3 have?
  C3H4Si